Arrangement one

{
  "formula": "C3H4N3",
  "method": "ωB97M-V/def2-TZVPD",
  "species": ["C", "C", "C", "N", "N", "N", "H", "H", "H", "H"],
  "xyz": [[0.5766, -0.8763, 1.0374], [-1.1482, 0.8988, -1.2326], [0.9816, -2.1230, 1.2458], [0.4924, 0.3145, 0.8091], [-1.3990, 1.6825, -2.0562], [-0.2071, 1.2313, 0.4455], [1.8262, -2.4891, 0.8990], [0.2730, -2.6616, 1.8299], [-1.6933, 1.8545, -2.9766], [0.2979, 2.1683, -0.0014]],
  "mulliken_charge": [0.587, 0.044, -0.702, 0.307, -0.076, -0.416, 0.331, 0.248, 0.289, 0.388],
  "gap_ha": [0.2998, 0.2997],
  "spin_multiplicity": 1,
  "homo_ev": [-14.72, -14.72],
  "total_charge": 1
}

=====

Arrangement two

{
  "formula": "C3H4N3",
  "method": "ωB97M-V/def2-TZVPD",
  "species": ["C", "C", "N", "N", "N", "C", "H", "H", "H", "H"],
  "xyz": [[-1.3908, -0.5236, 0.0002], [0.0901, -0.3980, -0.0439], [1.1297, -1.1133, -0.0763], [2.2220, -0.4753, 0.0794], [2.0590, 0.7856, -0.0595], [0.8110, 1.1182, 0.0215], [-1.6472, -1.5556, 0.1074], [-1.7983, 0.2123, -0.8344], [-1.7220, 0.0094, 0.9603], [0.2464, 1.9404, -0.1547]],
  "mulliken_charge": [-0.934, 0.651, -0.070, -0.092, -0.098, 0.060, 0.334, 0.362, 0.354, 0.434],
  "gap_ha": [0.2618, 0.2776],
  "spin_multiplicity": 1,
  "homo_ev": [-16.74, -17.02],
  "total_charge": 1,
  "smiles": "CC1=NN=[N+]=C1"
}

=====

Arrangement three

{
  "formula": "C3H4N3",
  "method": "ωB97M-V/def2-TZVPD",
  "species": ["H", "N", "C", "C", "N", "C", "N", "H", "H", "H"],
  "xyz": [[2.5004, -0.9182, -1.2628], [1.4292, -0.7094, -1.2243], [0.7434, 0.1808, -0.6857], [-0.4573, -0.6094, -0.4354], [-0.9925, -0.1379, 0.7170], [-0.4111, 1.1494, 0.8665], [0.6114, 1.3013, 0.1102], [-0.6816, -1.6208, -0.9641], [-1.9042, -0.4251, 1.2512], [-0.8378, 1.7893, 1.6274]],
  "mulliken_charge": [0.333, -0.350, 0.493, 0.026, -0.095, -0.068, -0.412, 0.355, 0.343, 0.374],
  "gap_ha": 0.3312,
  "spin_multiplicity": 1,
  "homo_ev": -15.61,
  "total_charge": 1,
  "smiles": "[H]/N=C1/C=[NH+]C=N1"
}

=====

Arrangement four

{
  "formula": "C3H4N3",
  "method": "ωB97M-V/def2-TZVPD",
  "species": ["C", "C", "C", "N", "N", "N", "H", "H", "H", "H"],
  "xyz": [[0.4994, 1.0386, -0.0926], [0.1173, -0.2714, -0.0560], [-1.2936, -0.4454, 0.0441], [2.3184, 0.7567, -0.0074], [1.1527, -1.0827, 0.3610], [2.1564, -0.3807, 0.1695], [0.2855, 1.9742, -0.6279], [-1.8906, 0.4658, -0.0894], [-1.6380, -1.0829, 1.0154], [-1.7075, -0.9722, -0.7166]],
  "mulliken_charge": [-0.176, 0.789, -1.051, -0.154, -0.276, 0.451, 0.366, 0.346, 0.318, 0.386],
  "gap_ha": [0.2668, 0.2833],
  "spin_multiplicity": 1,
  "homo_ev": [-16.70, -16.91],
  "total_charge": 1
}

=====

Referenced to the most stable arrangement, the calculated values in kcal/mol are arrangement one 75.1; arrangement two 89.0; arrangement three 0.0; arrangement four 112.5.

=====

Arrangement one

{
  "formula": "C3H4N3",
  "method": "ωB97M-V/def2-TZVPD",
  "species": ["C", "C", "C", "N", "N", "N", "H", "H", "H", "H"],
  "xyz": [[1.3625, 0.7470, -0.8520], [-0.4116, -0.2388, 0.0092], [-1.2765, -0.5787, 1.1757], [1.8456, 1.0956, 0.2263], [0.2590, -0.0798, -1.1200], [-0.1977, 0.3917, 1.0623], [1.9334, 1.2713, -1.6755], [-2.3397, -0.3113, 1.3529], [-1.1939, -1.6152, 1.7111], [0.0191, -0.6818, -1.8899]],
  "mulliken_charge": [0.155, 0.370, -0.298, -0.060, -0.093, -0.237, 0.364, 0.259, 0.240, 0.301],
  "gap_ha": [0.2589, 0.3024],
  "spin_multiplicity": 1,
  "homo_ev": [-15.69, -15.89],
  "total_charge": 1
}

=====

Arrangement two

{
  "formula": "C3H4N3",
  "method": "ωB97M-V/def2-TZVPD",
  "species": ["C", "C", "N", "N", "C", "N", "H", "H", "H", "H"],
  "xyz": [[1.0553, 1.1753, -0.1520], [2.1259, 0.6335, -0.6993], [2.7381, -0.4358, -1.1109], [1.6448, -1.3352, -1.1058], [0.5765, -1.1284, -0.5555], [-0.5609, -1.3275, -0.0705], [1.0396, 1.4923, 0.8701], [0.3866, 1.8683, -0.6597], [-0.8200, -1.6106, 0.9469], [-1.3305, -0.8698, -0.5705]],
  "mulliken_charge": [-0.812, 0.682, -0.447, 0.040, 0.501, -0.308, 0.330, 0.338, 0.346, 0.329],
  "gap_ha": 0.3636,
  "spin_multiplicity": 1,
  "homo_ev": -15.63,
  "total_charge": 1,
  "smiles": "C=C=N[N+]#CN"
}

=====

Arrangement three

{
  "formula": "C3H4N3",
  "method": "ωB97M-V/def2-TZVPD",
  "species": ["C", "C", "C", "N", "N", "N", "H", "H", "H", "H"],
  "xyz": [[-0.3963, 0.3785, -0.5179], [0.9298, 1.8081, 0.9730], [0.8549, -0.4224, 1.3072], [1.3027, 0.7515, 1.6580], [-0.2686, 1.5508, 0.0665], [0.3034, -0.6354, 0.0257], [-0.7181, 0.1857, -1.6409], [0.9287, -1.2933, 1.9438], [-0.6801, 2.3388, -0.2693], [0.3639, -1.4395, -0.4766]],
  "mulliken_charge": [0.173, -0.110, -0.002, -0.114, -0.022, -0.037, 0.320, 0.381, 0.209, 0.203],
  "gap_ha": 0.2833,
  "spin_multiplicity": 1,
  "homo_ev": -14.00,
  "total_charge": 1
}

=====

Referenced to the most stable arrangement, the calculated values in kcal/mol are arrangement one 67.4; arrangement two 48.4; arrangement three 0.0.

=====

Arrangement one

{
  "formula": "CH4SSi",
  "method": "ωB97M-V/def2-TZVPD",
  "species": ["C", "Si", "S", "H", "H", "H", "H"],
  "xyz": [[-1.2691, -0.3097, 1.9635], [0.3674, 0.4017, -0.5406], [-2.4918, 0.5245, 2.5554], [-0.5976, -1.0173, 2.3913], [1.4060, -0.4069, 0.0823], [0.2872, 1.6603, -0.0179], [0.1297, 0.3976, -1.9204]],
  "mulliken_charge": [-0.286, 0.386, -0.147, 0.299, -0.079, -0.097, -0.077],
  "gap_ha": [0.2710, 0.2490],
  "spin_multiplicity": 1,
  "homo_ev": [-7.85, -7.28]
}

=====

Arrangement two

{
  "formula": "CH4SSi",
  "method": "ωB97M-V/def2-TZVPD",
  "species": ["C", "Si", "S", "H", "H", "H", "H"],
  "xyz": [[-1.0085, 0.1449, 0.1951], [0.8161, -0.1863, -0.1482], [-2.4071, -0.5429, -0.1640], [-1.1125, 1.5005, 1.1716], [1.9520, -0.2449, 0.7333], [1.0806, 0.8463, -1.1223], [0.6795, -1.5176, -0.6654]],
  "mulliken_charge": [-0.191, 0.516, -0.155, 0.144, -0.101, -0.094, -0.119],
  "gap_ha": 0.2827,
  "spin_multiplicity": 1,
  "homo_ev": -8.53
}

=====

Referenced to the most stable arrangement, the calculated values in kcal/mol are arrangement one 24.1; arrangement two 0.0.